1.
DFT (ωB97M-V with the def2-TZVPD basis set) results for a structure of composition C4H8N2O2 at a distorted geometry.

The calculation puts the strongest force on any atom at 0.08099 hartree/bohr. For the total energy, the calculation gives -417.06022 a.u. The calculation puts the frontier orbital gap at 8.60 eV. As for the highest occupied orbital energy: -8.36 eV.

Structure (ORCA input):
```
! wB97M-V def2-TZVPD RIJCOSX def2/J DEFGRID3
* xyz 0 1
C 1.77 -0.09 0.80
C -1.05 -1.61 -1.89
N -0.42 -0.62 -1.07
C -0.97 0.12 -0.21
C -0.04 2.27 0.92
O 1.18 -0.98 1.61
N 0.47 1.21 0.49
O -2.08 0.37 0.22
H 0.76 -0.52 2.35
H 2.43 0.64 1.26
H 2.10 -0.57 -0.11
H -1.24 -2.52 -1.31
H -1.96 -1.37 -2.46
H -0.40 -1.91 -2.71
H -1.11 2.46 0.79
H 0.55 3.09 1.33
*
```

List of Mulliken charges in e, atom by atom: C -0.1034; C -0.8395; N -0.4266; C 0.6909; C -0.2978; O -0.4157; N -0.3185; O -0.6152; H 0.3559; H 0.2873; H 0.2978; H 0.2917; H 0.2895; H 0.2767; H 0.2578; H 0.2689

---

2.
DFT (ωB97M-V with the def2-TZVPD basis set) results for the molecule C3H10OP2 at a distorted geometry.

The calculation puts the strongest force on any atom at 0.09900 hartree/bohr. Its SMILES is COCP(C)#[PH2]. For the total energy, the calculation gives -878.15211 a.u. The calculation puts the frontier orbital gap at 9.48 eV. As for the highest occupied orbital energy: -8.49 eV.

Structure (ORCA input):
```
! wB97M-V def2-TZVPD RIJCOSX def2/J DEFGRID3
* xyz 0 1
C -2.15 1.03 0.30
O -2.06 -0.39 0.15
C -0.91 -0.76 -0.46
P 0.74 -0.32 0.82
C 1.89 -1.52 -0.19
P 1.40 1.54 -0.21
H -1.81 1.55 -0.50
H -1.44 1.32 1.14
H -3.16 1.15 0.66
H -0.86 -1.92 -0.38
H -0.74 -0.45 -1.48
H 2.96 -1.34 0.09
H 1.71 -1.09 -1.23
H 1.52 -2.56 -0.14
H 0.48 2.14 0.75
H 2.42 1.59 0.67
*
```

List of Mulliken charges in e, atom by atom: C -0.7451; O -0.3402; C -0.5642; P 0.1495; C -0.9564; P -0.1386; H 0.4485; H 0.1863; H 0.2537; H 0.2471; H 0.4263; H 0.3236; H 0.2881; H 0.3050; H 0.0627; H 0.0537

---

3.
DFT (ωB97M-V with the def2-TZVPD basis set) results for the molecule C18H21N5O3S at a distorted geometry.

The calculation puts the strongest force on any atom at 0.02365 hartree/bohr. Its SMILES is CCOC(=O)N1CCN(C(=O)CSc2ccc(-c3ccncc3)nn2)CC1. For the total energy, the calculation gives -1596.21158 a.u. The calculation puts the frontier orbital gap at 8.64 eV. As for the highest occupied orbital energy: -8.89 eV.

Structure (ORCA input):
```
! wB97M-V def2-TZVPD RIJCOSX def2/J DEFGRID3
* xyz 0 1
C -3.93 -1.45 0.61
C -3.13 -2.69 0.23
O -1.83 -2.35 -0.23
C -0.90 -2.13 0.73
O -1.11 -2.25 1.91
N 0.31 -1.81 0.21
C 1.33 -1.35 1.12
C 2.73 -1.67 0.59
N 2.88 -1.23 -0.77
C 3.62 -0.21 -1.26
O 3.64 0.07 -2.44
C 4.65 0.47 -0.35
S 4.10 1.32 1.17
C 2.50 1.86 0.77
C 1.72 2.54 1.72
C 0.40 2.74 1.42
C -0.07 2.25 0.18
C -1.48 2.24 -0.20
C -1.84 2.15 -1.55
C -3.19 2.09 -1.87
N -4.16 2.11 -0.96
C -3.81 2.20 0.31
C -2.50 2.26 0.75
N 0.77 1.73 -0.70
N 2.02 1.55 -0.43
C 1.90 -1.85 -1.64
C 0.49 -1.46 -1.19
H -4.94 -1.74 0.90
H -3.46 -0.95 1.45
H -3.99 -0.76 -0.22
H -3.04 -3.36 1.09
H -3.60 -3.21 -0.61
H 1.17 -1.84 2.08
H 1.23 -0.27 1.28
H 3.48 -1.20 1.24
H 2.88 -2.75 0.61
H 5.15 1.21 -0.97
H 5.38 -0.26 0.00
H 2.16 2.87 2.65
H -0.26 3.27 2.09
H -1.08 2.12 -2.30
H -3.51 2.02 -2.90
H -4.64 2.20 1.01
H -2.29 2.30 1.81
H 2.08 -1.50 -2.66
H 2.03 -2.93 -1.59
H -0.26 -1.99 -1.78
H 0.36 -0.38 -1.33
*
```

List of Mulliken charges in e, atom by atom: C -0.9561; C -0.3841; O -0.4108; C 0.6215; O -0.6653; N 0.1755; C -0.2122; C -0.9492; N 0.1162; C 1.1345; O -0.7031; C -1.0450; S -0.2475; C 0.3971; C -0.5699; C -0.5797; C 0.3229; C 1.0606; C -0.1993; C -0.5070; N -0.5863; C -0.6225; C -0.3974; N -0.5932; N -0.3187; C -1.2923; C 0.0259; H 0.4518; H 0.2536; H 0.1724; H 0.3454; H 0.3469; H 0.5747; H -0.2080; H 0.4500; H 0.3683; H 0.4992; H 0.4280; H 0.4435; H 0.5132; H 0.4739; H 0.3694; H 0.3889; H 0.3633; H 0.4986; H 0.3210; H 0.5838; H -0.2528